Entry 1:
Formula: C25H20Cl2F6GaN3O7SSb
Source: the OMol25 dataset
Level of theory: ωB97M-V/def2-TZVPD

XYZ file:
```
66
Properties=species:S:1:pos:R:3
Ga 0.4827 -0.4255 -0.6812
C 0.4424 -0.9238 -4.3433
O -0.2755 -0.8564 -3.1207
C -1.5371 -0.3560 -3.1411
C -2.1956 0.2207 -4.2165
C -3.5270 0.5839 -4.0821
C -4.2161 0.3780 -2.8942
C -3.5706 -0.1847 -1.8115
C -2.2310 -0.5358 -1.9283
N -1.4724 -1.0933 -0.9162
N -2.0456 -1.8170 -0.0524
C -1.3587 -2.5600 0.8204
C 0.0408 -2.8035 0.7274
O 0.8216 -2.2668 -0.1808
C 0.6206 -3.7330 1.6280
C -0.1155 -4.3646 2.5830
C -1.5036 -4.1199 2.7216
C -2.2601 -4.7433 3.7288
C -3.5956 -4.4659 3.8716
C -4.2158 -3.5620 3.0044
C -3.5034 -2.9494 2.0020
C -2.1355 -3.2135 1.8401
H -0.1146 -1.5212 -5.0695
H 0.6454 0.0685 -4.7479
H 1.3791 -1.4249 -4.1093
H -1.6800 0.4043 -5.1440
H -4.0322 1.0462 -4.9150
H -5.2508 0.6665 -2.8076
H -4.0621 -0.3306 -0.8648
H 1.6810 -3.9069 1.5335
H 0.3504 -5.0640 3.2633
H -1.7639 -5.4405 4.3882
H -4.1692 -4.9384 4.6546
H -5.2638 -3.3417 3.1338
H -3.9865 -2.2572 1.3292
N 2.5249 -0.2168 0.3335
C 3.0238 1.0416 0.7829
C 2.4465 1.6470 1.8957
C 2.8904 2.8929 2.3057
C 3.8840 3.4878 1.5732
C 4.5137 2.9115 0.5048
C 4.0670 1.6594 0.1038
S 4.5269 5.0939 2.2366
O 5.4015 4.4537 3.2079
O 3.3496 5.7283 2.7676
O 5.1676 5.7060 1.1050
H 3.1637 -0.6367 -0.3460
H 2.4002 -0.8577 1.1166
H 1.6562 1.1463 2.4341
H 2.4606 3.4101 3.1466
H 5.3010 3.4242 -0.0211
H 4.5289 1.1790 -0.7458
F 1.5923 0.5476 -2.0686
Sb 1.6139 2.6256 -2.5888
F 1.5837 3.0394 -0.7439
F 3.4926 2.3267 -2.5832
F 1.7625 4.4391 -3.0018
F 1.6893 2.0305 -4.4087
F -0.2768 2.5592 -2.7864
Cl -1.3416 2.0019 3.3550
C -1.6598 1.8958 1.6317
Cl -3.1654 1.0152 1.3270
C -0.6494 1.0342 0.9077
O -0.2138 0.0028 1.4304
O -0.3759 1.3486 -0.2753
H -1.7400 2.8949 1.1998
```

Output
**Spin multiplicity**: 2
**Electronic energy**: -5738.548936 a.u.
**Charge**: 0
**Maximum force**: 3.80 eV Å⁻¹


Entry 2:
Formula: C25H20ClN3PSm
Source: the OMol25 dataset
Level of theory: ωB97M-V/def2-TZVPD

XYZ file:
```
51
Properties=species:S:1:pos:R:3
C -0.7840 2.0236 3.6688
C -0.8278 1.4968 2.3352
C -1.7441 0.3883 2.3366
H -0.3278 1.9016 1.4553
C -2.2235 0.2063 3.6736
C -1.6319 1.2224 4.4957
H -1.8083 1.3615 5.5627
H -0.1952 2.8790 4.0053
H -2.0727 -0.1655 1.4567
H -2.9289 -0.5493 4.0051
Sm 0.2642 -0.2644 3.7392
Cl 1.0899 -2.4427 2.7799
P 0.1882 -0.2903 -1.2640
C -1.2995 -1.2586 -1.5722
C -2.1984 -1.0299 -2.6274
H -1.9911 -0.2573 -3.3665
C -3.3653 -1.7955 -2.7117
H -4.0693 -1.6118 -3.5202
C -3.6414 -2.7733 -1.7474
H -4.5622 -3.3571 -1.8130
C -2.7475 -2.9933 -0.6931
H -2.9674 -3.7409 0.0720
C -1.5819 -2.2451 -0.5965
H -0.8881 -2.3963 0.2354
C 0.0561 1.2734 -2.1466
C -1.0943 2.0657 -1.9276
H -1.9257 1.6694 -1.3408
C -1.1499 3.3617 -2.4367
H -2.0472 3.9638 -2.2796
C -0.0502 3.9013 -3.1177
H -0.0836 4.9330 -3.4828
C 1.1055 3.1300 -3.3041
H 1.9701 3.5577 -3.8107
C 1.1692 1.8249 -2.8152
H 2.0755 1.2313 -2.9298
C 1.5875 -1.2469 -1.8724
C 1.5424 -2.1291 -2.9662
H 0.6245 -2.2309 -3.5451
C 2.6776 -2.8682 -3.2961
H 2.6521 -3.5584 -4.1395
C 3.8524 -2.7459 -2.5411
H 4.7390 -3.3271 -2.8074
C 3.8890 -1.8868 -1.4362
H 4.7968 -1.7916 -0.8364
C 2.7572 -1.1552 -1.0841
H 2.7586 -0.5253 -0.1930
N 1.9313 0.8627 4.7660
C 2.2565 1.3609 5.8010
N 2.7137 1.8948 6.8510
C 2.0258 1.9997 7.9724
N 1.4842 2.1272 9.0093
```

Output
**Spin multiplicity**: 6
**Charge**: 0
**Energy relative to the best compared isomer or geometry (same formula, charge and spin)**: 107.91 kJ/mol
**Maximum force**: 2.68 eV Å⁻¹


Entry 3:
Formula: C25H20FN6O5SV
Source: the OMol25 dataset
Level of theory: ωB97M-V/def2-TZVPD

XYZ file:
```
59
Properties=species:S:1:pos:R:3
V -0.5989 -0.2026 0.3817
C -4.2820 -2.2458 -0.9065
C -3.2721 -1.2968 -0.3859
N -2.0333 -1.5996 -0.1634
N -1.6275 -2.8706 -0.4229
C -0.3623 -2.9353 -0.2022
O 0.2392 -1.7994 0.1964
C 0.4492 -4.1291 -0.3431
C 1.8263 -4.0779 -0.1189
C 2.5834 -5.2257 -0.2569
C 1.9716 -6.4206 -0.6157
C 0.5999 -6.4738 -0.8390
C -0.1654 -5.3317 -0.7053
C -3.5831 0.0793 -0.0199
C -4.8472 0.6240 -0.0719
C -5.0385 1.9245 0.3825
C -3.9556 2.6215 0.8795
C -2.7071 2.0160 0.8945
N -2.5139 0.7710 0.4383
H -3.8027 -3.0907 -1.3890
H -4.9500 -1.7434 -1.6047
H -4.8846 -2.6225 -0.0741
H 2.2944 -3.1435 0.1592
H 3.6506 -5.1946 -0.0867
H 2.5653 -7.3185 -0.7231
H 0.1323 -7.4081 -1.1168
H -1.2326 -5.3630 -0.8752
H -5.6757 0.0403 -0.4458
H -6.0232 2.3716 0.3606
H -4.0588 3.6251 1.2667
H -1.8453 2.5331 1.2823
S -0.8820 0.1682 2.6246
C 0.8665 0.0782 2.6455
C 1.7763 0.0639 3.6801
C 3.1135 -0.0480 3.3215
C 3.4836 -0.1534 1.9837
C 2.5079 -0.1435 1.0066
N 1.2302 -0.0039 1.3657
H 1.4564 0.1295 4.7101
H 3.8737 -0.0593 4.0915
H 4.5218 -0.2393 1.6980
H 2.7224 -0.2190 -0.0492
F 1.6665 7.2498 -1.4980
C 1.9027 5.9575 -1.3547
C 1.0378 5.0411 -1.7841
N 1.3008 3.6817 -1.6187
C 0.4255 2.6507 -2.1116
C 0.0951 1.6681 -1.0238
O -0.0794 1.9358 0.1742
O -0.1173 0.4139 -1.3286
C 2.4581 3.2227 -1.0324
O 2.6433 2.0197 -0.9006
N 3.3262 4.1853 -0.6185
C 3.1655 5.5842 -0.7045
O 3.9889 6.3367 -0.2739
H 0.1184 5.3134 -2.2818
H 0.8643 2.0899 -2.9383
H -0.5099 3.0950 -2.4576
H 4.1908 3.8678 -0.2002
```

Output
**Charge**: +2
**Energy relative to the best compared isomer or geometry (same formula, charge and spin)**: 52.47 kJ/mol
**Maximum force**: 0.41 eV Å⁻¹


Entry 4:
Formula: C25H20MnNO5Si
Source: the OMol25 dataset
Level of theory: ωB97M-V/def2-TZVPD

XYZ file:
```
53
Properties=species:S:1:pos:R:3
Mn 0.1154 -0.8995 -0.8220
O -4.1206 0.0480 -0.0807
C -2.8449 -0.2447 -0.0698
O -2.1770 -0.4491 -1.0869
C -2.1844 -0.2909 1.2590
C -2.6772 0.0696 2.5096
C -1.7865 0.0415 3.5774
C -0.4342 -0.2318 3.3740
C -0.0233 -0.5625 2.0897
N -0.9111 -0.6527 1.1107
C 1.3915 -0.6952 1.4218
O 2.4485 -0.5705 2.2654
O 1.3968 0.1594 0.4105
H -4.5015 0.1069 -0.9746
H -3.7076 0.3685 2.6331
H -2.1456 0.2680 4.5699
H 0.2662 -0.1660 4.1909
H 2.5171 -1.3295 2.8586
O 1.3232 -2.0158 0.7869
Si 1.9443 -3.5468 0.8774
C 3.2920 -3.6303 2.1931
C 4.6206 -3.3362 1.8886
C 5.5944 -3.3657 2.8706
C 5.2630 -3.7028 4.1726
C 3.9491 -4.0034 4.4899
C 2.9725 -3.9593 3.5122
C 2.3267 -3.9621 -0.9386
C 3.0015 -5.1425 -1.2462
C 3.2311 -5.5214 -2.5550
C 2.7970 -4.7166 -3.5919
C 2.0965 -3.5526 -3.3145
C 1.8566 -3.1925 -2.0005
C 0.3635 -4.5313 1.2462
C -0.8366 -4.0410 0.7340
C -2.0305 -4.6921 0.9746
C -2.0363 -5.8575 1.7259
C -0.8505 -6.3760 2.2155
C 0.3417 -5.7185 1.9711
H 4.8893 -3.0784 0.8762
H 6.6166 -3.1283 2.6226
H 6.0241 -3.7345 4.9369
H 3.6849 -4.2764 5.4998
H 1.9483 -4.1874 3.7684
H 3.3443 -5.7645 -0.4358
H 3.7488 -6.4442 -2.7615
H 2.9998 -4.9918 -4.6141
H 1.7413 -2.9368 -4.1261
H 1.2766 -2.2370 -1.8109
H -0.8310 -3.1229 0.1137
H -2.9565 -4.2989 0.5836
H -2.9652 -6.3637 1.9351
H -0.8565 -7.2862 2.7968
H 1.2715 -6.1224 2.3401
```

Output
**Spin multiplicity**: 6
**Electronic energy**: -2836.009965 a.u.
**Charge**: +1
**Maximum force**: 1.76 eV Å⁻¹


Entry 5:
Formula: C25H20N2O5
Source: the OMol25 dataset
Level of theory: ωB97M-V/def2-TZVPD

XYZ file:
```
52
Properties=species:S:1:pos:R:3
C 3.5697 0.4401 0.2380
O 2.8273 1.5864 0.5720
C 1.4793 1.5876 0.2999
C 0.7808 0.5644 -0.3118
C -0.5879 0.6823 -0.5279
C -1.3591 -0.4418 -1.1855
C -2.5450 -0.8680 -0.3551
C -2.4616 -1.3393 1.0346
O -3.4527 -1.4971 1.7227
C -1.0989 -1.5750 1.5400
C -0.8551 -1.6071 2.8567
C 0.4315 -1.7840 3.5001
C 1.6027 -2.0618 2.7898
C 2.8083 -2.2096 3.4460
C 2.8739 -2.0851 4.8252
C 1.7214 -1.8162 5.5453
C 0.5142 -1.6681 4.8905
C -3.6735 -0.6193 -1.0604
O -4.9514 -0.8005 -0.7630
C -3.3210 -0.0662 -2.3942
O -4.1422 0.2349 -3.2407
N -1.9642 0.0054 -2.4362
C -1.1601 0.4213 -3.4896
C -1.6902 1.0061 -4.6414
C -0.8089 1.3915 -5.6326
C 0.5530 1.1893 -5.4517
C 0.9685 0.5949 -4.2733
N 0.1410 0.2156 -3.3160
C -1.2488 1.8350 -0.1395
C -0.5560 2.8686 0.4658
C 0.8042 2.7561 0.6952
O 1.4800 3.7680 1.2930
H 4.5956 0.6582 0.5309
H 3.5338 0.2403 -0.8372
H 3.2139 -0.4354 0.7892
H 1.2904 -0.3248 -0.6454
H -0.6810 -1.2717 -1.4117
H -0.3150 -1.6971 0.8126
H -1.7004 -1.4613 3.5187
H 1.5631 -2.1752 1.7171
H 3.7053 -2.4272 2.8835
H 3.8187 -2.2010 5.3350
H 1.7662 -1.7231 6.6203
H -0.3827 -1.4582 5.4550
H -5.4770 -0.5164 -1.5340
H -2.7530 1.1436 -4.7432
H -1.1804 1.8481 -6.5381
H 1.2673 1.4818 -6.2046
H 2.0160 0.4041 -4.0781
H -2.3108 1.9306 -0.3073
H -1.0569 3.7721 0.7723
H 2.4075 3.5042 1.3690
```

Output
**Charge**: 0
**Energy relative to the best compared isomer or geometry (same formula, charge and spin)**: 88.81 kJ/mol
**Structure (SMILES)**: COc1cc([C@H]2C(C(=O)/C=C/c3ccccc3)=C(O)C(=O)N2c2ccccn2)ccc1O
**Maximum force**: 1.10 eV Å⁻¹


Entry 6:
Formula: C25H20N4O2Pb
Source: the OMol25 dataset
Level of theory: ωB97M-V/def2-TZVPD

XYZ file:
```
52
Properties=species:S:1:pos:R:3
Pb 0.2774 -0.5416 -0.2712
O 4.1664 -1.3100 -1.5386
C 2.9790 -1.1212 -1.4402
N 2.2644 -1.1971 -0.2769
C 2.9251 -1.7612 0.8869
C 2.2171 -1.3848 2.1680
C 2.7940 -1.6371 3.4063
C 2.1214 -1.2540 4.5479
C 0.8921 -0.6060 4.4306
C 0.3825 -0.3935 3.1735
N 1.0258 -0.7955 2.0608
C 2.1583 -0.7864 -2.6668
C 2.7407 -0.7602 -3.9160
C 1.9372 -0.4974 -5.0169
C 0.5818 -0.2593 -4.8374
C 0.0640 -0.2921 -3.5597
N 0.8472 -0.5536 -2.5017
H 3.9551 -1.4049 0.9223
H 2.9852 -2.8526 0.8122
H 3.7622 -2.1189 3.4570
H 2.5527 -1.4398 5.5230
H 0.3510 -0.2613 5.3002
H -0.5428 0.1571 3.0361
H 3.8020 -0.9484 -3.9996
H 2.3647 -0.4805 -6.0110
H -0.0713 -0.0481 -5.6722
H -0.9838 -0.0981 -3.3672
N -1.8746 -1.0579 0.6363
C -2.8695 -0.1816 0.0366
C -3.9769 -0.7783 -0.5453
C -4.9445 0.0048 -1.1511
C -4.7940 1.3841 -1.1739
C -3.6759 1.9696 -0.6029
C -2.6870 1.2023 0.0140
C -1.4828 1.8956 0.5622
C -1.5988 3.1012 1.2576
C -0.4769 3.8408 1.6077
C 0.7965 3.4070 1.2600
C 0.9641 2.1986 0.5931
C -0.1838 1.4791 0.2908
H -2.1857 -2.0191 0.5223
H -1.7480 -0.9032 1.6344
H -4.0968 -1.8561 -0.5056
H -5.8135 -0.4624 -1.5938
H -5.5451 2.0055 -1.6420
H -3.5508 3.0440 -0.6472
H -2.5865 3.4694 1.5083
H -0.6004 4.7716 2.1444
H 1.6647 3.9990 1.5188
H 1.9571 1.8380 0.3502
O 0.5978 -4.3649 -0.4050
C 0.1615 -3.3405 -0.3193
```

Output
**Electronic energy**: -1526.463651 a.u.
**Charge**: +2
**Maximum force**: 1.22 eV Å⁻¹


Entry 7:
Formula: C25H20N4O2Pd
Source: the OMol25 dataset
Level of theory: ωB97M-V/def2-TZVPD

XYZ file:
```
52
Properties=species:S:1:pos:R:3
Pd -0.6648 0.7715 1.3508
O 2.9980 -3.3507 0.3613
C 2.3919 -3.2497 -0.8330
C 3.0020 -3.8934 -1.9133
C 2.4431 -3.8292 -3.1730
C 1.2582 -3.1249 -3.3912
C 0.6472 -2.4965 -2.3246
C 1.1911 -2.5430 -1.0379
C 0.4650 -1.8155 0.0420
O -0.6470 -1.3156 -0.1843
N 1.1320 -1.7596 1.2400
N 0.5768 -0.8936 2.0864
C 0.8786 -0.8862 3.3254
C 0.1805 0.0720 4.2068
C 0.4237 0.0866 5.5737
C -0.2528 0.9878 6.3763
C -1.1560 1.8635 5.7969
C -1.3447 1.7875 4.4285
N -0.7061 0.9157 3.6522
H 2.4691 -2.7998 0.9958
H 3.9217 -4.4361 -1.7278
H 2.9357 -4.3285 -4.0000
H 0.8219 -3.0766 -4.3814
H -0.2727 -1.9409 -2.4557
H 1.5934 -1.5945 3.7352
H 1.1433 -0.6079 5.9895
H -0.0765 1.0094 7.4443
H -1.7033 2.5862 6.3861
H -2.0377 2.4516 3.9257
N -2.5282 0.8783 0.0756
C -2.6085 1.2724 -1.3031
C -3.8831 1.3940 -1.8500
C -4.0777 1.7676 -3.1651
C -2.9667 2.0393 -3.9495
C -1.7022 1.9269 -3.4017
C -1.4747 1.5237 -2.0784
C -0.0695 1.4774 -1.5761
C 0.9884 1.4286 -2.4945
C 2.3099 1.5654 -2.1092
C 2.6253 1.7808 -0.7754
C 1.6013 1.7624 0.1592
C 0.2819 1.5794 -0.2327
H -2.2899 -0.1163 0.1144
H -3.4232 1.0118 0.5221
H -4.7408 1.1824 -1.2180
H -5.0795 1.8462 -3.5681
H -3.0804 2.3523 -4.9799
H -0.8586 2.2027 -4.0184
H 0.7815 1.2397 -3.5390
H 3.0920 1.5047 -2.8543
H 3.6530 1.9166 -0.4622
H 1.8385 1.8741 1.2095
```

Output
**Charge**: 0
**Energy relative to the best compared isomer or geometry (same formula, charge and spin)**: 176.37 kJ/mol
**Maximum force**: 2.69 eV Å⁻¹


Entry 8:
Formula: C25H20N5O9OsS
Source: the OMol25 dataset
Level of theory: ωB97M-V/def2-TZVPD

XYZ file:
```
61
Properties=species:S:1:pos:R:3
Os 0.5909 0.0112 -0.1498
O -2.6125 4.4249 -0.1610
C -1.7350 4.5971 -1.1618
C -1.8204 5.7874 -1.8786
C -0.9504 6.0496 -2.9119
C 0.0463 5.1348 -3.2775
C 0.1413 3.9611 -2.5929
C -0.7431 3.6615 -1.5254
C -0.5868 2.4185 -0.8369
O 0.3531 1.5557 -1.2825
N -1.3470 2.0888 0.1927
N -0.9638 0.9005 0.6968
C -1.5822 0.2720 1.6370
C -1.0212 -1.0093 1.9915
C -1.5697 -1.8224 2.9712
C -0.9768 -3.0431 3.2409
C 0.1479 -3.4263 2.5216
C 0.6451 -2.5812 1.5507
N 0.0851 -1.3942 1.2943
H -2.4568 3.5741 0.2766
H -2.5880 6.4952 -1.5962
H -1.0435 6.9846 -3.4491
H 0.7254 5.3557 -4.0881
H 0.8962 3.2333 -2.8550
H -2.4583 0.6850 2.1200
H -2.4491 -1.4944 3.5077
H -1.3869 -3.6917 4.0029
H 0.6371 -4.3722 2.7041
H 1.5173 -2.8366 0.9644
O 0.4492 -2.7132 -5.3312
C 1.6893 -2.3864 -5.0161
O 2.6315 -2.5686 -5.7356
C 1.9156 -1.7570 -3.6748
C 3.1696 -1.3647 -3.2447
N 3.0392 -0.8473 -2.0082
N 1.7626 -0.9026 -1.6154
C 1.0683 -1.4333 -2.6093
C -0.4004 -1.4766 -2.3975
O -1.1444 -1.9464 -3.2252
O -0.8027 -0.9427 -1.2592
H -0.1954 -2.4792 -4.6298
H 4.1201 -1.4357 -3.7470
H 3.7398 -0.4590 -1.3956
C 6.5378 -0.5854 5.6845
C 5.4941 -0.1015 4.7182
C 4.2172 -0.6634 4.6976
C 3.2519 -0.2000 3.8221
C 3.5756 0.8309 2.9483
C 4.8359 1.4133 2.9485
C 5.7862 0.9374 3.8344
S 2.3428 1.4515 1.8824
O 2.7772 2.6512 1.2520
O 1.0574 1.3917 2.5085
O 2.2915 0.3264 0.7251
H 6.1653 -1.4016 6.3001
H 6.8477 0.2268 6.3437
H 7.4265 -0.9318 5.1559
H 3.9757 -1.4622 5.3876
H 2.2520 -0.6168 3.8267
H 5.0547 2.2308 2.2742
H 6.7718 1.3867 3.8487
```

Output
**Charge**: +1
**Energy relative to the best compared isomer or geometry (same formula, charge and spin)**: 57.10 kJ/mol
**Maximum force**: 1.29 eV Å⁻¹